# 1
{"formula": "C2H9N3O", "method": "ωB97M-V/def2-TZVPD", "homo_lumo_gap_ev": 9.64, "homo_ev": -8.8787, "elements": ["N", "C", "N", "H", "H", "H", "H", "H", "N", "C", "O", "H", "H", "H", "H"], "coordinates": [[0.2564, 0.2407, 1.8585], [-0.1606, 1.3358, 1.3042], [0.1111, 1.9532, 0.1576], [1.1676, -0.5472, -0.2133], [0.5699, 0.4250, 2.7970], [-0.9571, 1.8740, 1.8522], [-0.3825, 2.7858, -0.0235], [0.8130, 1.7445, -0.5232], [-1.1917, -1.2778, -0.5765], [-0.0382, -1.5376, -1.3614], [1.0848, -0.6842, -1.1750], [-1.9246, -0.7888, -1.0669], [-1.0386, -0.8853, 0.3345], [-0.3066, -1.5292, -2.4164], [0.3353, -2.5575, -1.2108]], "lowdin_charge": [0.02, -0.39, 0.14, 0.04, 0.04, 0.12, 0.09, 0.10, 0.03, -0.37, -0.10, 0.06, 0.02, 0.11, 0.10]}


# 2
{"formula": "C5H8N2", "method": "ωB97M-V/def2-TZVPD", "homo_lumo_gap_ev": 8.60, "homo_ev": -7.9176, "elements": ["C", "C", "C", "C", "N", "N", "C", "H", "H", "H", "H", "H", "H", "H", "H"], "coordinates": [[0.5955, 0.9578, 1.6151], [-0.1875, 1.0416, 0.3135], [0.5352, 0.3128, -0.7748], [1.8823, -0.2380, -0.6931], [2.9905, -0.5791, -0.6688], [-0.5414, -0.4453, -0.1378], [-1.7073, -0.8142, -0.9381], [1.2240, 0.0527, 1.7435], [1.2903, 1.8087, 1.6304], [-0.0518, 1.0534, 2.4922], [-0.2777, -1.1143, 0.5749], [0.2780, 0.5759, -1.7982], [-2.1149, 0.1032, -1.3595], [-2.4641, -1.2916, -0.3139], [-1.4280, -1.4973, -1.7462]], "lowdin_charge": [-0.15, -0.15, -0.31, -0.18, 0.15, -0.12, -0.03, 0.06, 0.08, 0.06, 0.16, 0.14, 0.09, 0.09, 0.09]}


# 3
{"formula": "C24H66N6O6", "method": "ωB97M-V/def2-TZVPD", "homo_lumo_gap_ev": 8.69, "homo_ev": -8.1547, "elements": ["C", "C", "C", "O", "C", "N", "H", "H", "H", "H", "H", "H", "H", "H", "H", "H", "H", "C", "C", "C", "O", "C", "N", "H", "H", "H", "H", "H", "H", "H", "H", "H", "H", "H", "C", "C", "C", "O", "C", "N", "H", "H", "H", "H", "H", "H", "H", "H", "H", "H", "H", "C", "C", "C", "O", "C", "N", "H", "H", "H", "H", "H", "H", "H", "H", "H", "H", "H", "C", "C", "C", "O", "C", "N", "H", "H", "H", "H", "H", "H", "H", "H", "H", "H", "H", "C", "C", "C", "O", "C", "N", "H", "H", "H", "H", "H", "H", "H", "H", "H", "H", "H"], "coordinates": [[11.2733, -21.6575, 2.5030], [12.4202, -21.6425, 1.3846], [13.8321, -22.1932, 1.8476], [14.3672, -21.2794, 2.8597], [15.6770, -21.5946, 3.1634], [11.9261, -22.2955, 0.2000], [10.3889, -21.0653, 2.2680], [11.6788, -21.2893, 3.4454], [10.9320, -22.6645, 2.7426], [12.6193, -20.6188, 1.0673], [14.4260, -22.1891, 0.9336], [13.7300, -23.2520, 2.0854], [16.2169, -21.8019, 2.2395], [15.5962, -22.5883, 3.6041], [16.1797, -20.9084, 3.8450], [12.6714, -22.8372, -0.2139], [11.2131, -23.0037, 0.3013], [8.3247, -11.8671, 1.7586], [9.4101, -12.0645, 0.7753], [10.2922, -13.2661, 1.1556], [11.3992, -13.2619, 0.2897], [12.3640, -14.3076, 0.6920], [8.8595, -12.2272, -0.5289], [8.5739, -11.9847, 2.8132], [7.6201, -12.6940, 1.6706], [7.8255, -10.9122, 1.5943], [10.0866, -11.2099, 0.7646], [9.7651, -14.2169, 1.0776], [10.6539, -13.2455, 2.1836], [13.0302, -14.1447, 1.5392], [12.9656, -14.4760, -0.2011], [11.9315, -15.2818, 0.9200], [9.6841, -12.2331, -1.1120], [8.4159, -11.3314, -0.6733], [10.4089, -14.5274, 3.1145], [11.3380, -15.7216, 3.4899], [10.7050, -17.1134, 3.3950], [11.7290, -18.0667, 3.8193], [11.3949, -19.4654, 3.6947], [12.4624, -15.6070, 2.5428], [9.4437, -14.5858, 3.6175], [10.1470, -14.5028, 2.0567], [10.6863, -13.4886, 3.2938], [11.7598, -15.6080, 4.4885], [10.4970, -17.3746, 2.3574], [9.8017, -17.2615, 3.9869], [11.2395, -19.6499, 2.6317], [10.5034, -19.7510, 4.2532], [12.2111, -20.1386, 3.9571], [13.1757, -16.2878, 2.7615], [12.3648, -15.8389, 1.5646], [13.1341, -18.6508, 2.1733], [14.0505, -18.7868, 0.9217], [14.6167, -17.4984, 0.2638], [13.6423, -16.4999, 0.2125], [12.8600, -16.3097, -0.9316], [15.1110, -19.6906, 1.2584], [13.6588, -18.3406, 3.0769], [12.5657, -19.5765, 2.2636], [12.4443, -17.8163, 2.0476], [13.4764, -19.2883, 0.1426], [15.1461, -17.7248, -0.6617], [15.2745, -17.1720, 1.0693], [11.9464, -15.7508, -0.7288], [12.5572, -17.2928, -1.2921], [13.4455, -15.7168, -1.6342], [15.5387, -19.4644, 2.1450], [14.6043, -20.5486, 1.4235], [15.9308, -14.8592, -4.3993], [16.5959, -15.0697, -3.0340], [17.4220, -16.4308, -3.0636], [16.6909, -17.5973, -3.4243], [15.4195, -17.8056, -2.7704], [17.4489, -13.8965, -2.7795], [16.6787, -14.4324, -5.0677], [15.0182, -14.2633, -4.4059], [15.5123, -15.7714, -4.8245], [15.8593, -14.9604, -2.2380], [17.9050, -16.6434, -2.1099], [18.3716, -16.3581, -3.5937], [14.6614, -17.0713, -3.0429], [15.6108, -17.9254, -1.7040], [15.1267, -18.8279, -3.0097], [18.2411, -13.8755, -3.4057], [17.8629, -14.0218, -1.8668], [18.0297, -18.6231, -0.3761], [18.5870, -18.7304, 1.1382], [19.5613, -17.6880, 1.6818], [20.7077, -17.6376, 0.9111], [21.2765, -18.8710, 0.7440], [17.4074, -18.8128, 1.9635], [17.2898, -19.4223, -0.4199], [18.7897, -18.6102, -1.1573], [17.5155, -17.6656, -0.4591], [19.0164, -19.7210, 1.2876], [19.8272, -17.7615, 2.7363], [19.2498, -16.6498, 1.5668], [20.6461, -19.6207, 0.2659], [21.6548, -19.2537, 1.6920], [22.2191, -18.8008, 0.2012], [16.8493, -17.9968, 1.7567], [16.8509, -19.5958, 1.6515]], "lowdin_charge": [-0.06, -0.37, -0.14, -0.24, -0.11, 0.04, 0.09, 0.03, 0.09, 0.08, 0.12, 0.13, 0.10, 0.09, 0.11, 0.06, 0.07, -0.07, -0.46, -0.28, -0.10, -0.10, 0.05, 0.08, 0.09, 0.08, 0.14, 0.13, 0.04, 0.12, 0.08, 0.03, 0.07, 0.07, -0.08, -0.29, -0.14, -0.26, -0.17, -0.03, 0.11, 0.00, 0.10, 0.14, 0.13, 0.12, 0.05, 0.12, 0.09, 0.08, -0.01, -0.06, -0.33, -0.15, -0.21, -0.11, 0.02, 0.13, 0.02, 0.07, 0.13, 0.05, 0.12, 0.09, 0.11, 0.09, 0.05, 0.01, -0.06, -0.40, -0.18, -0.19, -0.07, 0.02, 0.08, 0.08, 0.07, 0.12, 0.08, 0.12, 0.08, 0.02, 0.11, 0.06, 0.06, -0.01, -0.39, -0.21, -0.17, -0.16, 0.01, 0.07, 0.08, 0.05, 0.12, 0.13, 0.13, 0.08, 0.09, 0.09, 0.05, 0.01]}


# 4
{"formula": "C6H13FNO5P", "method": "ωB97M-V/def2-TZVPD", "homo_lumo_gap_ev": [10.02, 10.02], "homo_ev": [-9.2103, -9.2110], "elements": ["C", "C", "C", "C", "C", "C", "N", "O", "O", "O", "O", "O", "F", "P", "H", "H", "H", "H", "H", "H", "H", "H", "H", "H", "H", "H", "H"], "coordinates": [[2.6634, 2.1175, -1.0554], [-0.2569, -0.8293, 2.3507], [-2.8976, -0.7982, -1.2651], [2.2315, 1.0217, -0.0962], [0.4524, -1.6596, 1.2909], [-2.5106, 0.1195, -0.1766], [-1.4619, 0.8700, -0.1140], [-1.1110, 1.6598, 0.7536], [-0.5460, 0.7010, -1.1931], [0.3232, -1.2975, -2.5005], [1.8800, -0.1510, -0.8356], [-0.1334, -1.5077, -0.0051], [-3.3806, 0.2829, 0.8307], [0.4269, -0.6296, -1.2200], [3.0532, 2.9626, -0.4953], [3.4345, 1.7369, -1.7198], [1.8161, 2.4399, -1.6545], [-1.3177, -1.0685, 2.3740], [0.1688, -1.0554, 3.3246], [-0.1493, 0.2377, 2.1683], [-3.0165, -1.8085, -0.8741], [-2.1433, -0.8148, -2.0449], [-3.8554, -0.4855, -1.6836], [1.3977, 1.3640, 0.5231], [3.0652, 0.7236, 0.5490], [0.3531, -2.7243, 1.5230], [1.5144, -1.4075, 1.2458]], "lowdin_charge": [-0.06, -0.06, 0.03, -0.26, -0.24, -0.29, -0.24, 0.01, -0.08, -0.20, -0.17, -0.18, 0.12, 0.42, 0.08, 0.08, 0.08, 0.08, 0.08, 0.06, 0.10, 0.07, 0.10, 0.10, 0.13, 0.12, 0.11]}